A 2-piece molecular cluster, C34H36F9N6O2 overall, computed with ωB97M-V/def2-TZVPD.

ORCA input file:
```
! RIJCOSX wB97M-V def2-TZVPD def2/J DEFGRID3
* xyz 1 1
C 2.210 3.851 -2.069
C 1.898 2.656 -1.606
C 1.358 1.353 -0.890
N 1.485 1.002 0.525
C 0.900 -0.299 0.845
N 0.845 -0.970 2.035
C 1.538 -0.161 3.132
C 1.255 -0.655 4.630
C 1.249 0.660 5.599
C 2.607 1.555 5.446
N 2.422 2.780 4.602
C 1.250 3.650 4.404
C 1.472 4.854 3.416
C 2.987 4.663 2.975
C 3.474 3.373 3.753
C 0.262 -2.319 2.241
C -1.349 -2.407 2.261
C -2.122 -1.019 2.498
F -2.150 -0.129 1.364
F -1.674 -0.256 3.632
C -3.679 -1.410 2.805
F -4.081 -2.421 1.836
F -3.788 -2.073 4.102
C -4.707 -0.171 2.751
F -4.141 1.114 3.030
F -5.684 -0.412 3.812
C -5.573 -0.053 1.389
F -6.334 1.184 1.512
F -4.796 0.081 0.194
F -6.567 -1.088 1.241
N 0.368 -0.735 -0.437
C -0.384 -1.912 -0.897
C -1.973 -1.914 -1.140
C -2.574 -3.256 -1.682
N -1.958 -4.523 -1.974
C -0.532 -4.581 -1.779
C 0.251 -3.325 -1.281
N 0.651 0.181 -1.402
C 0.388 0.238 -2.874
C -0.657 1.383 -3.342
C -1.817 1.730 -2.273
C -2.516 3.120 -2.801
O -2.759 3.082 -4.250
C -1.955 4.046 -4.949
O -2.110 5.314 -4.890
H 2.634 4.881 -2.384
H 2.688 -0.157 2.926
H 1.234 0.967 3.086
H 2.184 -1.276 4.970
H 0.315 -1.293 4.793
H 1.264 0.259 6.694
H 0.279 1.275 5.503
H 2.937 1.915 6.497
H 3.405 0.856 4.994
H 0.267 3.409 4.941
H 0.679 5.632 3.104
H 3.536 5.335 2.223
H 4.563 2.997 3.592
H 0.645 -2.986 1.360
H 0.642 -2.879 3.188
H -1.652 -3.101 3.152
H -1.674 -2.983 1.312
H -2.627 -0.981 -0.949
H -3.723 -3.218 -1.882
H 0.025 -5.560 -2.002
H 1.405 -3.428 -1.178
H 0.055 -0.750 -3.354
H 1.409 0.506 -3.376
H -0.044 2.352 -3.550
H -1.094 1.037 -4.365
H -1.432 1.892 -1.202
H -2.600 0.869 -2.347
H -3.532 3.288 -2.276
H -1.791 4.006 -2.572
H -1.120 3.678 -5.678
C 2.041 -2.673 -4.285
C 1.936 -2.803 -5.667
C 3.083 -2.793 -6.456
C 4.336 -2.662 -5.862
C 4.440 -2.536 -4.480
C 3.293 -2.537 -3.691
H 1.146 -2.678 -3.670
H 0.960 -2.912 -6.130
H 3.001 -2.888 -7.534
H 5.230 -2.659 -6.477
H 5.417 -2.435 -4.017
H 3.375 -2.432 -2.613
*
```

total energy: -2694.08622 a.u.
frontier orbital gap: 5.826 eV
lowest unoccupied orbital energy: -0.1440 Eh

Atom charges from the Löwdin analysis, given in e for atoms 1 to 5: 0.155, 0.004, -0.098, 0.159, -0.158